1.
The following is a DFT calculation (ωB97M-V with the def2-TZVPD basis set) of a structure of composition C12H17BrI2N3O2RhS at a distorted geometry.

Properties
- Maximum force: 2.54 eV/A
- Energy above the lowest of the compared OMol25 structures with the same formula, charge and spin: 255.3 kJ/mol
- Calculated total energy: -4459.7918 Eh

Geometry as ORCA input:
```
! RIJCOSX wB97M-V def2-TZVPD def2/J DEFGRID3
* xyz 2 1
Rh -0.4860 -0.3071 -0.1637
C 2.4792 -0.7072 -0.7567
C 2.4398 -0.4460 0.7411
N 1.1672 -0.8836 1.3510
C 1.0807 -2.2972 1.7622
C 0.7942 -3.2476 0.6113
S -0.4539 -2.5984 -0.5677
C 0.4821 -2.5417 -2.1555
C 0.8267 -1.1084 -2.5569
N 1.1959 -0.3110 -1.3690
H 2.6681 -1.7596 -0.9579
H 3.3058 -0.1420 -1.1910
H 2.5368 0.6265 0.9180
H 3.2884 -0.9472 1.2139
H 1.0029 -0.3017 2.1714
H 0.2903 -2.3759 2.5056
H 2.0136 -2.6162 2.2385
H 0.3744 -4.1738 1.0024
H 1.6908 -3.4858 0.0448
H -0.1662 -2.9938 -2.9041
H 1.3583 -3.1771 -2.0506
H -0.0385 -0.6291 -3.0226
H 1.6357 -1.1221 -3.2946
H 1.2757 0.6713 -1.6438
Br -2.4462 -2.5060 2.0108
C -3.1371 -0.8461 1.4621
C -4.4262 -0.5254 1.8535
C -4.9528 0.7050 1.4998
C -4.1603 1.5924 0.7822
C -2.8882 1.1917 0.4453
N -2.3631 -0.0151 0.7466
C -1.9464 2.1633 -0.2996
O -2.3477 3.2425 -0.6152
O -0.7725 1.6314 -0.4703
H -4.9987 -1.2395 2.4268
H -5.9631 0.9697 1.7807
H -4.5072 2.5730 0.4896
I 1.2091 3.2641 1.4677
I 4.2628 3.6658 1.4012
*
```

Mulliken population analysis, charges in e, atoms 1 to 8: Rh 0.53; C -0.78; C -0.20; N 0.06; C -0.75; C -0.66; S 0.04; C -0.57

***

2.
The following is a DFT calculation (ωB97M-V with the def2-TZVPD basis set) of an isolated molecule of C12H17BrN2O2S.

Properties
- Maximum force: 0.74 eV/A
- SMILES: O=C(NCCCN1CCOCC1)c1ccc(Br)s1
- Calculated total energy: -3699.6454 Eh

Geometry as ORCA input:
```
! RIJCOSX wB97M-V def2-TZVPD def2/J DEFGRID3
* xyz 0 1
O 1.2421 2.6879 1.5081
C 0.7413 2.1617 0.5332
N 1.3084 2.1755 -0.6963
C 2.6580 2.6549 -0.8901
C 3.7082 1.5997 -0.5282
C 3.6603 0.3428 -1.4286
N 3.3691 -0.9175 -0.7777
C 2.0400 -1.0247 -0.2087
C 1.8054 -2.4746 0.2210
O 2.7737 -2.9020 1.1471
C 4.0651 -2.7839 0.5977
C 4.3640 -1.3400 0.1912
C -0.5622 1.4749 0.6223
C -1.3257 1.3852 1.7532
C -2.5116 0.6498 1.5781
C -2.6341 0.1828 0.3044
Br -4.0421 -0.8462 -0.3891
S -1.3053 0.6338 -0.7042
H 0.8904 1.6351 -1.4367
H 2.7854 3.5204 -0.2347
H 2.7677 2.9697 -1.9300
H 4.6920 2.0656 -0.5868
H 3.5451 1.3152 0.5121
H 4.6246 0.2136 -1.9274
H 2.9059 0.4744 -2.2104
H 1.3062 -0.7584 -0.9736
H 1.8999 -0.3682 0.6683
H 0.8383 -2.5781 0.7165
H 1.8321 -3.1195 -0.6706
H 4.7588 -3.1207 1.3696
H 4.1540 -3.4329 -0.2865
H 5.3515 -1.2845 -0.2712
H 4.3600 -0.7120 1.0979
H -1.0262 1.8421 2.6788
H -3.2393 0.4703 2.3481
*
```

Mulliken population analysis, charges in e, atoms 1 to 8: O -0.66; C 0.22; N 0.00; C -1.21; C -0.32; C -1.12; N -0.02; C 0.18

***

3.
The following is a DFT calculation (ωB97M-V with the def2-TZVPD basis set) of a structure of composition C12H17Cl2GaN at a distorted geometry.

Properties
- Maximum force: 3.51 eV/A
- Energy above the lowest of the compared OMol25 structures with the same formula, charge and spin: 0.0 kJ/mol
- Calculated total energy: -3367.3627 Eh

Geometry as ORCA input:
```
! RIJCOSX wB97M-V def2-TZVPD def2/J DEFGRID3
* xyz -1 1
Ga -0.3887 0.2549 0.7152
Cl 0.7313 2.1555 0.9795
Cl 0.1452 -1.7007 1.5794
C -1.6702 0.6635 2.3368
H -1.7631 -0.2437 2.9449
H -1.2740 1.5469 2.8560
C -0.9508 0.1847 -1.1484
C -2.4839 0.8362 1.1824
H -0.1495 -0.1625 -1.8186
C -2.9788 2.2113 0.8214
H -3.0721 -0.0005 0.7802
C -3.6211 2.3138 -0.5686
H -3.7208 2.5124 1.5830
H -2.1261 2.9065 0.8824
C -2.6205 2.0758 -1.7103
H -4.4599 1.6090 -0.6372
H -4.0446 3.3205 -0.6670
C -2.1793 0.5826 -1.8212
H -3.1026 2.3531 -2.6606
H -1.7504 2.7347 -1.5858
H -2.9704 -0.0589 -1.3995
H -2.0332 0.3720 -2.9004
C 4.5112 -1.6501 -0.8213
C 3.3468 -2.2220 -1.3418
C 2.1091 -1.6166 -1.0617
N 2.0270 -0.5091 -0.3305
C 3.1166 0.0206 0.2139
C 4.3965 -0.5149 -0.0200
H 5.4857 -2.0910 -1.0229
H 3.3538 -3.1162 -1.9531
H 1.1700 -2.0415 -1.4169
H 2.9710 0.8995 0.8365
H 5.2476 -0.0187 0.4322
*
```

Mulliken population analysis, charges in e, atoms 1 to 8: Ga 0.38; Cl -0.52; Cl -0.42; C -1.40; H 0.35; H 0.32; C -0.10; C 0.21

***

4.
The following is a DFT calculation (ωB97M-V with the def2-TZVPD basis set) of a cluster of 2 separate species, C12H17Cl2N3O2S in total at a distorted geometry.

Properties
- Maximum force: 2.46 eV/A
- SMILES: O=C(O)N(CCCCn1cccc1)N=C=S.ClCCCl
- Calculated total energy: -2100.6977 Eh

Geometry as ORCA input:
```
! RIJCOSX wB97M-V def2-TZVPD def2/J DEFGRID3
* xyz 0 1
O 1.1999 -2.5643 -0.3931
C 2.2110 -1.9817 -0.7125
O 3.4236 -2.4972 -0.3932
N 2.1268 -0.7394 -1.4081
C 2.4668 0.4162 -0.5575
C 1.2071 0.7658 0.2685
C 0.0519 1.2536 -0.6804
C -1.3312 0.6603 -0.3207
N -1.6903 -0.5149 -1.1238
C -1.4511 -0.7302 -2.4314
C -1.9271 -1.9739 -2.7542
C -2.4998 -2.4958 -1.5603
C -2.3366 -1.5700 -0.5675
N 2.8352 -0.7650 -2.6762
C 4.0457 -0.5953 -2.6316
S 5.5557 -0.2261 -2.6932
H 3.3172 -3.0890 0.3608
H 2.6924 1.3122 -1.1395
H 3.2672 0.1527 0.1491
H 1.4653 1.6382 0.8849
H 0.8756 -0.0588 0.9069
H -0.0561 2.3441 -0.6512
H 0.3804 1.0048 -1.6939
H -1.2978 0.2910 0.7118
H -2.1454 1.3960 -0.3484
H -0.9450 -0.0067 -3.0532
H -1.8505 -2.4313 -3.7296
H -2.9759 -3.4657 -1.4974
H -2.6696 -1.6855 0.4530
Cl -3.7777 2.5586 3.6508
C -2.3267 1.5271 3.6083
C -1.0607 2.3156 3.8334
Cl -0.6939 3.4077 2.4724
H -2.3099 1.0101 2.6519
H -2.4415 0.7851 4.3975
H -0.2150 1.6354 3.9298
H -1.1200 2.9162 4.7380
*
```

Mulliken population analysis, charges in e, atoms 1 to 8: O -0.50; C 0.19; O -0.45; N 1.00; C -1.26; C -0.43; C -0.68; C -0.40

***

5.
The following is a DFT calculation (ωB97M-V with the def2-TZVPD basis set) of an isolated molecule of C12H17ClN2O2 at a distorted geometry.

Properties
- Maximum force: 2.13 eV/A
- SMILES: CCCCc1cc(C2=NO[C@@H](CO)C2)c(Cl)[nH]1
- Calculated total energy: -1187.5813 Eh

Geometry as ORCA input:
```
! RIJCOSX wB97M-V def2-TZVPD def2/J DEFGRID3
* xyz 0 1
C 4.8720 3.0991 1.8135
C 3.7754 3.1507 0.7945
C 3.0070 1.8488 0.7859
C 1.8610 1.9245 -0.2244
C 1.0679 0.6483 -0.2821
C -0.2441 0.5186 0.1035
C -0.7090 -0.8065 -0.2953
C -2.0643 -1.2913 -0.1179
N -3.0164 -0.4764 0.2551
O -4.2023 -1.2250 0.4867
C -4.0413 -2.5688 0.0637
C -4.9786 -2.8529 -1.1332
O -4.8153 -1.8327 -2.1063
C -2.5494 -2.6746 -0.3289
C 0.3771 -1.4641 -0.8108
Cl 0.4501 -3.0726 -1.4203
N 1.4442 -0.5611 -0.8339
H 5.4611 2.1723 1.7170
H 4.3844 3.1609 2.8027
H 5.5252 3.9541 1.6974
H 4.2727 3.3848 -0.1630
H 3.0737 3.9445 0.9909
H 3.6763 0.9915 0.5613
H 2.5502 1.7021 1.7536
H 1.2130 2.7254 0.1287
H 2.2218 2.2292 -1.2186
H -0.8552 1.2920 0.5444
H -4.2354 -3.2326 0.8923
H -4.6797 -3.7754 -1.5618
H -6.0147 -2.9002 -0.8124
H -4.7056 -0.9737 -1.6546
H -2.0077 -3.3985 0.2431
H -2.4678 -2.9229 -1.3770
H 2.3536 -0.7173 -1.2942
*
```

Mulliken population analysis, charges in e, atoms 1 to 8: C -1.23; C -0.34; C -0.48; C -0.93; C 0.12; C -0.47; C 0.81; C 0.24

***

6.
The following is a DFT calculation (ωB97M-V with the def2-TZVPD basis set) of a cluster of 2 separate species, C12H17N in total at a distorted geometry.

Properties
- Maximum force: 3.58 eV/A
- Energy above the lowest of the compared OMol25 structures with the same formula, charge and spin: 112.0 kJ/mol
- Calculated total energy: -522.1297 Eh

Geometry as ORCA input:
```
! RIJCOSX wB97M-V def2-TZVPD def2/J DEFGRID3
* xyz -1 2
C 0.8712 2.1665 -1.4799
C 0.2781 2.5180 -2.8572
H 0.6673 2.7776 -0.5806
H 0.6269 1.1491 -1.2163
H 1.9639 2.2753 -1.3688
H 1.0021 3.2070 -3.3095
H -0.6558 3.0729 -2.7415
H 0.1007 1.5743 -3.3682
C 1.9063 -0.3965 1.8046
C 2.1370 -1.8936 1.4243
C 0.4699 0.0004 1.5196
C -0.3385 0.6352 2.4492
C -0.3361 -0.4900 0.4700
C -1.7077 -0.3155 0.8688
C -0.1878 -1.1339 -0.7974
C -2.7734 -0.9247 0.1818
C -1.1695 -1.8438 -1.4044
C -2.5126 -1.7747 -0.8934
N -1.6743 0.4883 2.0071
H 2.1088 -0.2593 2.8757
H 2.5633 0.2843 1.2359
H 2.9770 -2.2154 2.0474
H -0.0997 1.1210 3.3818
H -2.4064 0.6272 2.6873
H 0.7412 -0.9509 -1.3631
H -3.8080 -0.6154 0.2948
H -1.0426 -2.4308 -2.3212
H -3.3559 -2.2548 -1.3604
H 2.4953 -2.0364 0.3972
H 1.1595 -2.3615 1.4163
*
```

Mulliken population analysis, charges in e, atoms 1 to 8: C -0.44; C -0.92; H 0.38; H -0.22; H 0.35; H 0.29; H 0.22; H 0.31

***

7.
The following is a DFT calculation (ωB97M-V with the def2-TZVPD basis set) of a cluster of 2 separate species, C12H17N in total at a distorted geometry.

Properties
- Maximum force: 2.36 eV/A
- Energy above the lowest of the compared OMol25 structures with the same formula, charge and spin: 32.6 kJ/mol
- Calculated total energy: -522.1599 Eh

Geometry as ORCA input:
```
! RIJCOSX wB97M-V def2-TZVPD def2/J DEFGRID3
* xyz -1 2
C -0.2050 -0.9705 -1.8218
C -0.5041 -2.4277 -2.1636
C -0.8667 -0.5105 -0.5781
C -1.7970 0.4841 -0.3106
C -0.3146 -0.9433 0.6826
C -0.9770 -0.1595 1.6726
C 0.7109 -1.8086 1.1310
C -0.7714 -0.3022 3.0582
C 0.9300 -1.9284 2.4998
C 0.3154 -1.1221 3.4616
N -1.8999 0.6587 1.0801
H 0.8817 -0.8024 -1.7190
H -0.4824 -0.3275 -2.6720
H 0.2684 -2.8555 -2.8211
H -2.4193 1.0846 -0.9586
H -2.6710 1.0730 1.5290
H 1.1653 -2.4581 0.3889
H -1.2852 0.3177 3.7846
H 1.7867 -2.4984 2.8565
H 0.5643 -1.2036 4.5141
H -1.4778 -2.5312 -2.6538
H -0.5394 -3.0557 -1.2776
C 1.3234 2.0563 -1.0426
C 1.1148 3.5061 -1.4234
H 1.8250 1.9500 -0.0700
H 0.4123 1.5230 -0.7473
H 1.7534 1.4517 -1.8365
H 0.7484 3.6160 -2.4517
H 2.0058 4.1231 -1.3188
H 0.4051 4.0606 -0.7926
*
```

Mulliken population analysis, charges in e, atoms 1 to 8: C -0.66; C -1.36; C 0.31; C -0.99; C 1.26; C -0.28; C -0.58; C -0.86

***

8.
The following is a DFT calculation (ωB97M-V with the def2-TZVPD basis set) of a cluster of 2 separate species, C12H17N in total at a distorted geometry.

Properties
- Maximum force: 3.06 eV/A
- Energy above the lowest of the compared OMol25 structures with the same formula, charge and spin: 112.8 kJ/mol
- SMILES: Cc1c[nH]c2ccccc12.CCC
- Calculated total energy: -522.1773 Eh

Geometry as ORCA input:
```
! RIJCOSX wB97M-V def2-TZVPD def2/J DEFGRID3
* xyz 0 1
C -0.6353 2.5918 -1.3187
C 0.0928 1.2846 -1.2849
C 0.3208 0.5425 -2.3749
N 0.9815 -0.6580 -1.9554
C 1.2641 -0.5521 -0.6036
C 1.9779 -1.3289 0.2507
C 1.8309 -1.0219 1.6383
C 1.3415 0.1668 2.1282
C 0.7967 1.0679 1.1716
C 0.6343 0.6644 -0.1075
H -0.0785 3.3446 -1.8902
H -0.8900 3.0317 -0.3616
H -1.5628 2.5611 -1.9077
H 0.0272 0.5924 -3.4072
H 1.6387 -1.0965 -2.5704
H 2.7058 -2.1011 0.0869
H 2.1236 -1.8470 2.2808
H 1.3810 0.3853 3.1839
H 0.3393 2.0089 1.4547
C -2.9770 0.2090 0.4830
C -2.3292 -1.1632 0.2900
C -1.4366 -1.6318 1.4360
H -3.9461 0.1926 -0.0394
H -2.4595 0.9826 -0.0725
H -3.1206 0.4698 1.5291
H -3.0722 -1.9518 0.1406
H -1.7813 -1.0949 -0.6565
H -1.9453 -2.3964 2.0218
H -0.5678 -2.1548 1.0224
H -0.9928 -0.9232 2.1295
*
```

Mulliken population analysis, charges in e, atoms 1 to 8: C -1.70; C 0.87; C -0.92; N -0.12; C -0.39; C -0.95; C -0.25; C -0.96